No. 1
{"formula": "ClH14O11", "method": "ωB97M-V with the def2-TZVPD basis set", "total_charge": -1, "lumo_ev": 2.9, "multiplicity": 1, "energy_ev": -35267.440, "gap_ev": 10.78, "e_above_lowest_kcal_mol": 15.19, "elements": ["O", "H", "Cl", "H", "O", "H", "O", "O", "H", "H", "O", "H", "O", "H", "H", "H", "O", "O", "O", "H", "H", "O", "O", "H", "H", "H"], "coordinates": [[-2.767, -2.722, 1.270], [-0.419, 3.138, 0.168], [-0.492, 0.583, 0.797], [-2.155, -2.041, 1.525], [1.738, 0.264, -2.443], [3.148, 0.609, -0.278], [2.853, 1.557, -0.242], [-0.455, 3.725, -0.561], [-0.800, 3.180, -1.240], [-3.600, 0.206, -0.822], [-3.690, 0.877, -0.172], [2.251, -2.637, -0.482], [2.557, -1.711, -0.383], [2.022, -1.202, -0.994], [-2.839, 1.091, 0.217], [2.141, 1.465, 0.343], [0.759, -2.730, 1.554], [-0.368, 0.378, -0.704], [0.828, 1.005, 1.323], [1.440, -2.047, 1.399], [2.044, 0.994, -1.877], [-1.003, -0.607, 1.534], [-1.500, 1.646, 1.058], [0.367, -2.839, 0.699], [-2.907, -2.353, 0.442], [0.846, 0.173, -2.133]]}



No. 2
{"formula": "C15H14N5O4PtS", "method": "ωB97M-V with the def2-TZVPD basis set", "total_charge": 3, "lumo_ev": [-11.0, -14.1], "multiplicity": 5, "energy_ev": -45471.121, "gap_ev": [6.48, 5.64], "elements": ["C", "H", "H", "O", "O", "H", "H", "O", "H", "N", "H", "C", "H", "C", "C", "C", "C", "C", "H", "C", "H", "C", "Pt", "H", "O", "H", "C", "C", "N", "C", "H", "C", "S", "C", "H", "C", "N", "H", "N", "N"], "coordinates": [[-1.907, -2.274, 0.448], [-5.036, -2.527, -0.569], [-0.327, -4.597, 1.827], [-1.133, -4.071, 1.699], [-1.242, 1.589, -1.457], [1.363, -2.155, -1.338], [-3.327, -3.822, 0.653], [0.335, -3.152, 0.141], [-1.488, 2.748, 4.688], [0.636, 2.457, 2.262], [2.963, -1.671, -3.113], [2.792, -0.891, -2.394], [3.771, 2.117, -1.314], [2.738, 3.056, 0.776], [-3.118, -2.865, 0.231], [-0.748, -3.174, 0.729], [-2.434, -0.474, -0.971], [2.218, 0.857, -0.419], [3.826, 2.838, 0.880], [1.924, 1.842, 0.553], [2.398, 3.542, 1.692], [-3.650, -1.074, -1.264], [-0.230, -0.031, 0.900], [-4.375, -0.555, -1.861], [-1.795, 0.256, -3.194], [-0.364, 3.909, 4.001], [-4.019, -2.206, -0.566], [-1.749, 0.537, -1.849], [0.932, 1.492, 1.335], [3.498, 0.314, -2.432], [4.234, 0.634, -3.206], [-0.428, 2.128, 3.063], [-1.139, 0.548, 2.828], [3.217, 1.178, -1.381], [-1.886, -0.710, -3.423], [1.851, -1.184, -1.387], [-1.660, -1.037, -0.041], [2.649, 3.748, -0.060], [-0.784, 2.961, 4.005], [1.491, -0.283, -0.470]]}



No. 3
{"formula": "C22H35BrO2P2Re", "method": "ωB97M-V with the def2-TZVPD basis set", "total_charge": 2, "lumo_ev": [-7.5, -8.4], "multiplicity": 4, "energy_ev": -118203.841, "gap_ev": [6.14, 5.25], "e_above_lowest_kcal_mol": 35.70, "elements": ["H", "H", "C", "C", "C", "H", "C", "H", "H", "C", "C", "C", "O", "H", "H", "H", "C", "H", "C", "Br", "H", "H", "C", "C", "H", "H", "H", "Re", "H", "H", "H", "H", "H", "H", "C", "C", "C", "H", "C", "O", "H", "H", "C", "C", "C", "H", "H", "H", "C", "H", "H", "H", "H", "P", "H", "H", "H", "C", "C", "H", "H", "P", "C"], "coordinates": [[-0.882, -1.023, -5.687], [-2.721, 0.512, -3.861], [-0.595, 0.121, 7.276], [2.075, -3.041, -0.445], [-0.828, -3.453, -0.573], [-1.261, 1.871, -2.753], [0.568, 1.134, -3.603], [2.350, -3.959, 0.089], [1.195, -2.676, -3.115], [0.724, -1.840, -3.650], [0.247, 2.031, 5.425], [-0.339, 0.847, 4.979], [0.518, 0.361, 2.824], [0.865, -2.061, 2.765], [-0.569, -3.764, -1.593], [2.041, -3.262, -1.520], [0.048, 1.288, 7.715], [-2.338, 2.985, 1.424], [-1.925, 2.597, 0.483], [0.541, 3.439, 4.191], [-0.697, -0.482, -1.669], [-1.249, -2.242, -2.931], [0.926, 3.424, 0.780], [0.263, -0.387, -1.165], [-1.763, -2.886, -0.599], [-1.875, 3.390, -0.273], [-0.027, 1.694, -1.336], [0.245, -0.251, 0.798], [1.225, 1.781, -3.011], [2.858, -2.290, -0.277], [1.698, -1.502, -5.517], [1.041, -0.644, -1.879], [0.925, 3.918, 1.764], [0.193, 1.476, 8.780], [1.296, 0.462, -4.726], [-1.738, 0.485, -4.356], [-0.544, 0.674, 3.491], [-1.349, -0.952, 5.511], [-0.807, -0.089, 5.903], [-1.683, 0.834, 3.012], [-0.962, -0.612, 8.008], [1.936, 3.045, 0.551], [-0.776, 1.156, -3.433], [1.646, -1.037, -4.518], [0.072, -2.241, 2.025], [1.643, 1.330, -0.857], [0.017, -3.342, 1.924], [0.786, 0.618, -5.693], [-1.396, -0.984, -4.712], [-0.976, -4.345, 0.045], [-2.524, 1.743, 0.136], [-0.923, -1.936, 2.406], [2.653, -1.085, -4.076], [0.464, -2.379, 0.058], [0.871, 3.203, 7.110], [-1.820, 1.070, -5.290], [2.263, 0.992, -4.813], [-0.620, -1.721, -3.662], [0.428, 2.265, 6.788], [-2.361, -1.506, -4.823], [0.590, 4.132, 0.006], [-0.254, 2.049, 0.848], [0.592, 1.064, -0.697]]}



No. 4
{"formula": "C4H10S2", "method": "ωB97M-V with the def2-TZVPD basis set", "smiles": "CCSSCC", "lumo_ev": 0.3, "multiplicity": 1, "energy_ev": -25979.659, "gap_ev": 8.31, "e_above_lowest_kcal_mol": 30.57, "elements": ["H", "S", "C", "H", "H", "H", "S", "H", "H", "C", "H", "H", "C", "H", "H", "C"], "coordinates": [[1.083, 0.126, -0.943], [0.719, -0.788, 1.283], [2.072, 1.452, 0.444], [-3.027, -0.099, 0.235], [2.881, 1.971, -0.154], [2.654, -0.454, -0.255], [-1.295, -0.359, 1.795], [-1.625, 0.830, -0.249], [2.382, 1.484, 1.494], [-1.938, -0.151, 0.109], [1.224, 2.164, 0.481], [-1.579, -2.186, -0.249], [-1.781, -1.300, -0.889], [-2.636, -1.564, -1.490], [-0.889, -1.222, -1.519], [1.755, 0.095, -0.095]]}



No. 5
{"formula": "C3H12O2S2", "method": "ωB97M-V with the def2-TZVPD basis set", "total_charge": 1, "lumo_ev": [-5.0, -8.1], "multiplicity": 2, "energy_ev": -29062.519, "gap_ev": [8.59, 5.42], "e_above_lowest_kcal_mol": 12.09, "elements": ["H", "H", "O", "S", "H", "H", "H", "H", "H", "C", "H", "H", "O", "H", "C", "C", "H", "H", "S"], "coordinates": [[1.311, 0.807, -0.440], [1.858, -0.846, 1.236], [-2.395, -2.001, 3.640], [-2.504, 0.968, -1.168], [-0.127, 1.174, 0.544], [-2.070, -1.110, 3.812], [0.188, -1.056, 2.048], [0.948, -2.349, 1.176], [-3.001, 1.664, -2.220], [0.082, -0.851, -0.051], [-0.960, -1.180, -0.058], [-2.227, -2.137, 2.720], [6.629, -0.356, 0.718], [0.485, -1.419, -0.902], [0.858, -1.264, 1.218], [0.239, 0.650, -0.342], [7.543, -0.625, 0.750], [6.564, 0.047, -0.168], [-0.614, 1.231, -1.826]]}



No. 6
{"formula": "C6H11ClN3", "method": "ωB97M-V with the def2-TZVPD basis set", "total_charge": 1, "lumo_ev": [-6.2, -6.2], "multiplicity": 1, "energy_ev": -23381.364, "gap_ev": [4.80, 4.79], "e_above_lowest_kcal_mol": 109.95, "elements": ["C", "H", "H", "H", "Cl", "N", "N", "H", "C", "C", "H", "H", "H", "H", "N", "C", "C", "C", "H", "H", "H"], "coordinates": [[-1.327, 0.715, -1.001], [-2.866, -1.900, -0.906], [-0.148, 2.066, 0.926], [1.500, 2.685, -0.584], [3.756, -1.207, -0.105], [2.879, 1.367, 0.060], [-0.450, 0.209, 0.018], [-0.872, 1.365, -1.755], [-0.211, -1.074, 0.342], [0.456, 1.200, 0.677], [-0.723, -2.940, 0.386], [-1.898, -0.059, -1.555], [1.083, 0.790, 1.482], [-2.767, -1.021, 0.653], [-1.097, -2.045, 0.179], [1.624, 1.762, -0.040], [-2.520, -1.902, 0.152], [3.789, 0.433, 0.360], [4.740, 0.851, 0.615], [-2.843, -2.679, 0.765], [-2.105, 1.384, -0.670]]}



Q: What is the formula in the first record?
A: ClH14O11



What did the first record say?
{"formula": "ClH14O11", "method": "ωB97M-V with the def2-TZVPD basis set", "total_charge": -1, "lumo_ev": 2.9, "multiplicity": 1, "energy_ev": -35267.440, "gap_ev": 10.78, "e_above_lowest_kcal_mol": 15.19, "elements": ["O", "H", "Cl", "H", "O", "H", "O", "O", "H", "H", "O", "H", "O", "H", "H", "H", "O", "O", "O", "H", "H", "O", "O", "H", "H", "H"], "coordinates": [[-2.767, -2.722, 1.270], [-0.419, 3.138, 0.168], [-0.492, 0.583, 0.797], [-2.155, -2.041, 1.525], [1.738, 0.264, -2.443], [3.148, 0.609, -0.278], [2.853, 1.557, -0.242], [-0.455, 3.725, -0.561], [-0.800, 3.180, -1.240], [-3.600, 0.206, -0.822], [-3.690, 0.877, -0.172], [2.251, -2.637, -0.482], [2.557, -1.711, -0.383], [2.022, -1.202, -0.994], [-2.839, 1.091, 0.217], [2.141, 1.465, 0.343], [0.759, -2.730, 1.554], [-0.368, 0.378, -0.704], [0.828, 1.005, 1.323], [1.440, -2.047, 1.399], [2.044, 0.994, -1.877], [-1.003, -0.607, 1.534], [-1.500, 1.646, 1.058], [0.367, -2.839, 0.699], [-2.907, -2.353, 0.442], [0.846, 0.173, -2.133]]}